Record 1
A single C2H6FN molecule. Source: OMol25; level of theory: ωB97M-V/def2-TZVPD.

```
! RIJCOSX wB97M-V def2-TZVPD def2/J DEFGRID3
* xyz 0 1
N -1.24196 0.57396 -0.08177
C -0.20177 -0.56132 0.16166
C 1.04788 0.09271 0.20980
F 0.98378 1.04167 -0.90515
H -0.97647 0.89306 -0.97858
H -2.08618 0.16048 -0.07577
H -0.14994 -1.41365 -0.56221
H -0.50036 -0.99763 1.08800
H 1.92789 -0.51446 0.01793
H 1.19714 0.72519 1.12609
*
```

Properties
Energy in hartree: -234.38233
Frontier orbital gap in hartree: 0.40262
Maximum force in eV/A: 4.892

***

Record 2
A single C4H10N2 molecule. Source: OMol25; level of theory: ωB97M-V/def2-TZVPD.

```
! RIJCOSX wB97M-V def2-TZVPD def2/J DEFGRID3
* xyz 0 1
H -1.39983 -3.43811 -1.45591
N -1.44821 -2.75165 -0.73334
C -0.85116 -1.68354 -0.51488
N -1.43416 -0.39356 -0.55706
C -0.42105 0.67907 -0.54894
C 0.17983 1.07765 0.80606
C 1.70917 1.11895 0.71657
H 0.15317 -1.67767 -0.02946
H -2.12166 -0.33731 0.18756
H 0.38198 0.32787 -1.19449
H -0.88556 1.48470 -1.11110
H -0.00784 0.28309 1.52680
H -0.20190 2.04307 1.11751
H 1.97955 1.25295 -0.34042
H 2.14179 0.12920 0.84395
H 2.22588 1.88528 1.28714
*
```

Properties
Energy in hartree: -267.83331
Frontier orbital gap in hartree: 0.34910
Maximum force in eV/A: 1.661

***

Record 3
A single C5H8N2O3 molecule. Source: OMol25; level of theory: ωB97M-V/def2-TZVPD.

```
! RIJCOSX wB97M-V def2-TZVPD def2/J DEFGRID3
* xyz 0 1
C -1.80863 -0.30694 0.54040
C -0.70764 0.42976 -0.21418
C -0.04175 -0.47999 -1.25553
C 0.84799 -1.36187 -0.53901
N 1.29723 -2.33917 -0.10236
O 1.89856 -3.21225 0.43425
C 0.38811 0.86380 0.74647
N 1.36901 1.78586 0.12796
O 1.15665 2.18428 -0.99143
O 2.31798 2.09139 0.80601
H -2.59604 -0.60994 -0.14425
H -2.24730 0.33022 1.30445
H -1.40954 -1.19761 1.02216
H -1.12511 1.31112 -0.71075
H -0.78143 -1.05596 -1.81897
H 0.53316 0.12498 -1.96292
H 0.94586 0.02265 1.16277
H -0.03710 1.41966 1.59494
*
```

Properties
Energy in hartree: -530.36442
Frontier orbital gap in hartree: 0.36414
Maximum force in eV/A: 1.917

***

Record 4
2 unconnected molecules or ions with the total composition C3H10N2O. Source: OMol25; level of theory: ωB97M-V/def2-TZVPD.

```
! RIJCOSX wB97M-V def2-TZVPD def2/J DEFGRID3
* xyz 1 2
C -2.70137 0.04627 -0.94710
C -1.44243 0.80879 -1.24913
N -0.75270 1.22547 0.02135
H -3.48124 0.54145 -0.36829
H -3.18821 -0.23959 -1.87853
H -2.46636 -0.86594 -0.39425
H -0.74861 0.10539 -1.70915
H -1.56110 1.69659 -1.86383
H -0.08410 1.97175 -0.18185
H -1.43769 1.63501 0.65812
C 1.99007 -1.06924 0.83968
N 0.66919 -0.91136 0.85774
O 2.84470 -0.23786 0.64330
H 2.30910 -2.11264 1.04216
H 0.31104 -0.04498 0.36832
H 0.10103 -1.75200 0.84586
*
```

Properties
Energy in hartree: -304.70987
Frontier orbital gap (alpha / beta) in hartree: 0.39679 / 0.18405
Maximum force in eV/A: 2.885

***

Record 5
A molecular structure, C47H37NO6OsP2S2. Source: OMol25; level of theory: ωB97M-V/def2-TZVPD.

```
! RIJCOSX wB97M-V def2-TZVPD def2/J DEFGRID3
* xyz 2 5
Os 8.58040 5.74546 17.75455
O 7.82089 4.90983 12.36790
S 8.19737 5.38873 13.71537
C 8.78759 7.06509 13.42074
C 9.09541 7.48048 12.13286
C 9.45885 8.81034 11.93312
C 9.73157 9.61037 13.02501
C 9.37759 9.24332 14.30078
C 8.86786 7.93669 14.54714
P 7.91315 7.59420 16.08729
C 8.00352 9.25998 17.05199
C 6.94548 10.30995 16.60243
C 7.32821 11.64792 16.63859
C 8.53539 12.06195 17.10934
C 9.53981 11.09441 17.48705
C 9.24818 9.74497 17.52679
C 6.24536 7.45532 15.43313
C 5.23269 6.88632 16.18064
C 3.96432 6.75313 15.60023
C 3.71050 7.19852 14.30396
C 4.69906 7.84198 13.56151
C 5.95343 8.03209 14.15148
C 9.79087 4.49653 14.03813
C 10.69188 4.54102 12.96076
C 11.95539 4.01334 13.18082
C 12.18290 3.12863 14.21980
C 11.14710 2.81350 15.10181
C 10.01718 3.59242 15.13004
P 8.81245 3.73722 16.47543
C 9.31757 2.25885 17.58673
C 8.28708 1.49835 18.16234
C 8.54714 0.50172 19.12933
C 9.81764 0.21641 19.55384
C 10.85035 0.87170 18.91759
C 10.58965 1.92027 18.04488
C 7.22149 3.11617 15.75912
C 5.99291 3.33058 16.49010
C 4.77048 2.99549 15.91208
C 4.72715 2.38786 14.65415
C 5.90714 2.07073 13.99036
C 7.14310 2.49700 14.49173
H 9.01239 6.76142 11.30392
H 9.61401 9.16730 10.91624
H 9.98303 10.65981 12.88805
H 9.38632 9.97009 15.06748
H 6.38247 9.87873 15.80916
H 6.65553 12.46016 16.29401
H 8.89464 13.08990 17.03946
H 10.49689 11.53708 17.71735
H 9.99515 9.02835 17.85356
H 5.40069 6.59072 17.20175
H 3.17641 6.33506 16.26989
H 2.79461 6.94342 13.78015
H 4.49388 8.27258 12.57845
H 6.75089 8.56597 13.63762
H 10.36822 5.02621 12.00321
H 12.86805 4.22400 12.54058
H 13.10791 2.58726 14.23833
H 11.23975 1.94156 15.75687
H 7.25827 1.66589 17.93213
H 7.70419 0.00084 19.59886
H 10.01872 -0.41980 20.49402
H 11.92683 0.73587 19.23542
H 11.41153 2.54115 17.74404
H 6.04315 3.75943 17.51186
H 3.85883 3.35227 16.37754
H 3.80091 2.10073 14.17598
H 5.85684 1.50900 13.04210
H 8.04690 2.40654 13.88800
O 12.59778 5.93224 17.70281
C 11.42340 5.79603 18.01612
O 10.43227 6.14097 17.17185
C 11.00320 5.29438 19.36422
C 12.00689 4.92076 20.35203
C 11.45574 4.29686 21.46463
C 10.07510 4.07282 21.56396
C 9.56232 3.56150 22.74288
C 8.21931 3.30031 22.93755
C 7.30976 3.54098 21.89654
C 7.82697 3.96085 20.66356
C 9.15386 4.36617 20.51362
N 9.67415 5.03233 19.40372
H 13.09509 5.08112 20.13500
H 12.14878 3.93632 22.21693
H 10.25596 3.51221 23.61747
H 7.86661 2.86528 23.84565
H 6.28924 3.19582 21.92144
H 7.13274 4.08156 19.84976
C 7.65244 7.34913 21.46127
S 7.39018 7.59003 19.57570
O 6.74231 9.55574 17.77155
O 8.79926 7.60960 19.12752
O 6.90549 6.19025 18.86056
H 7.97671 8.33143 21.84533
H 8.41433 6.59198 21.64240
H 6.80503 7.00964 21.99938
*
```

Properties
Energy in hartree: -3888.37696
Frontier orbital gap (alpha / beta) in hartree: 0.18277 / 0.15256
Maximum force in eV/A: 4.404

***

Record 6
2 unconnected molecules or ions with the total composition CH2Cl4. Source: OMol25; level of theory: ωB97M-V/def2-TZVPD.

```
! RIJCOSX wB97M-V def2-TZVPD def2/J DEFGRID3
* xyz 0 1
Cl -1.19838 -1.61708 2.44568
C 0.15378 -0.78258 1.66519
Cl 1.10295 -1.93196 0.74438
Cl -0.42237 0.56542 0.65041
H 0.77147 -0.34654 2.41859
Cl 0.16226 2.15593 -4.48549
H -0.56971 1.95681 -3.43875
*
```

Properties
Energy in hartree: -1880.06245
Frontier orbital gap in hartree: 0.43092
Maximum force in eV/A: 0.719

***

Record 7
A single C4H13BrN2Si molecule. Source: OMol25; level of theory: ωB97M-V/def2-TZVPD.

```
! RIJCOSX wB97M-V def2-TZVPD def2/J DEFGRID3
* xyz 0 1
C -0.72332 2.34520 -1.36368
N -0.22559 1.12554 -0.74965
C -0.08813 0.11737 -1.80354
Si 0.60680 0.93901 0.72700
Br -0.40835 2.41327 2.05309
N 0.55584 -0.56936 1.31030
C 1.55905 -1.66497 1.18212
C -0.75329 -1.11418 1.75269
H -0.55363 3.27748 -0.82769
H -0.11965 2.50852 -2.25443
H -1.66440 2.04905 -1.85452
H -0.08567 -0.89547 -1.31344
H -1.02436 0.25650 -2.55600
H 0.76961 0.20463 -2.40340
H 2.03729 1.17963 0.60879
H 2.61020 -1.52189 0.70180
H 1.59736 -2.03685 2.25366
H 1.08605 -2.47963 0.57690
H -1.60049 -0.43803 1.54593
H -0.95080 -2.09278 1.27971
H -0.72542 -1.41813 2.84444
*
```

Properties
Energy in hartree: -3133.25118
Frontier orbital gap in hartree: 0.34891
Maximum force in eV/A: 3.356

***

Record 8
A single C5H8O3S molecule. Source: OMol25; level of theory: ωB97M-V/def2-TZVPD.

```
! RIJCOSX wB97M-V def2-TZVPD def2/J DEFGRID3
* xyz 0 1
C 2.44401 -0.70873 -1.00003
C 1.17785 -0.99452 -0.68700
C 0.29657 0.00754 -0.21484
S -1.42485 -0.52745 0.06232
C -1.87748 0.23917 1.57006
O -1.40310 -1.96376 0.31413
O -2.10658 -0.16994 -1.20882
C 0.41569 1.42180 -0.65133
O 0.60326 1.05932 0.64994
H 3.05898 -1.50656 -1.38407
H 3.02174 0.17333 -0.90955
H 0.85591 -1.99852 -0.60727
H -2.73563 -0.19919 2.14944
H -1.06779 0.09284 2.27128
H -2.21590 1.32686 1.61704
H 1.38857 1.63276 -1.24657
H -0.43123 2.11504 -0.72473
*
```

Properties
Energy in hartree: -819.08795
Frontier orbital gap in hartree: 0.39581
Maximum force in eV/A: 4.349

***

Record 9
A molecular structure, C21H32GaNO2P2. Source: OMol25; level of theory: ωB97M-V/def2-TZVPD.

```
! RIJCOSX wB97M-V def2-TZVPD def2/J DEFGRID3
* xyz 0 1
C 0.82920 -1.43835 -4.29456
C 0.81445 -1.07828 -2.93956
N -0.29519 -1.16457 -2.20030
C -1.46852 -1.41827 -2.78690
C -1.54739 -1.72256 -4.14983
C -0.38076 -1.76002 -4.91170
C 2.10179 -0.55065 -2.33911
P 2.11170 -0.51167 -0.50985
Ga -0.19995 -0.43210 0.37130
P -2.56258 -0.39143 -0.44540
C -2.75186 -1.37478 -1.96835
O 1.93539 2.53630 -3.33800
O -0.75448 2.45458 -2.49840
H 1.78298 -1.44154 -4.81891
H -2.53216 -1.90847 -4.57589
H -0.40815 -2.01736 -5.96952
C 3.02311 -2.01800 -0.07332
C 3.19472 0.90493 -0.13923
H -3.56248 -0.93395 -2.57281
H -3.04194 -2.39849 -1.67797
H 2.25598 0.46611 -2.65870
H 2.94400 -1.17928 -2.67657
C -3.70041 -1.11491 0.76089
C -3.24098 1.21931 -0.94227
H -0.36843 2.37944 -1.63536
H -1.01088 3.38571 -2.50709
H 0.97172 2.46349 -3.25547
H 2.11360 2.26626 -4.26184
H -0.21647 -1.90410 0.70782
H -0.09561 0.96500 -0.18500
H 4.01782 -1.99749 -0.54264
H 3.12128 -2.05859 1.01662
H 2.44824 -2.89218 -0.40832
H 4.24174 0.62856 -0.34084
H 2.90039 1.76433 -0.76246
H 3.08346 1.16082 0.92287
H -4.24886 1.06130 -1.34889
H -3.33183 1.88481 -0.07734
H -2.57407 1.68270 -1.68674
H -4.72846 -1.03746 0.37790
H -3.41918 -2.16453 0.92634
H -3.61412 -0.57246 1.71155
C 2.25149 -0.06899 5.41321
C 2.65599 -0.44073 4.11208
C 1.79483 -0.25535 3.03475
C 0.50750 0.32652 3.20216
C -0.42951 0.52132 2.15566
C -1.56055 1.28516 2.35172
C -1.93117 1.67812 3.65737
C -1.11818 1.38505 4.73106
C 0.12694 0.74098 4.53333
C 1.00399 0.50791 5.61419
H 2.92348 -0.23637 6.25659
H 3.64465 -0.87929 3.94812
H 2.10784 -0.54616 2.02344
H -2.20617 1.57258 1.52035
H -2.87633 2.20222 3.79346
H -1.40804 1.66532 5.74562
H 0.67645 0.79955 6.61070
*
```

Properties
Energy in hartree: -3632.06744
Frontier orbital gap in hartree: 0.24375
Maximum force in eV/A: 2.814

***

Record 10
A single C4H6ClNO molecule. Source: OMol25; level of theory: ωB97M-V/def2-TZVPD.

```
! RIJCOSX wB97M-V def2-TZVPD def2/J DEFGRID3
* xyz 0 1
C -1.13869 0.11595 0.18177
C 0.29963 0.20180 0.10324
C 1.16041 -0.77860 -0.16044
C 0.94467 1.55833 0.16936
N -1.87096 -2.16276 -0.03074
O -2.03812 -0.77948 0.02359
Cl 2.91118 -0.40712 -0.39439
H -1.60454 1.03068 0.32366
H 0.86691 -1.85192 -0.37762
H 1.77021 1.41642 0.88969
H 0.21725 2.42637 0.51433
H 1.29637 1.68658 -0.83430
H -2.81433 -2.45625 -0.40816
*
```

Properties
Energy in hartree: -746.01875
Frontier orbital gap (alpha / beta) in hartree: 0.26877 / 0.31830
Maximum force in eV/A: 2.885

***

Record 11
A single C6H9N molecule. Source: OMol25; level of theory: ωB97M-V/def2-TZVPD.

```
! RIJCOSX wB97M-V def2-TZVPD def2/J DEFGRID3
* xyz 0 1
C -1.73336 -0.98566 0.11231
C -0.35507 -1.17374 -0.37197
N -1.36584 -0.44171 -1.19944
C -0.61371 0.82541 -0.94477
C 0.40386 0.09598 -0.07334
C 0.95280 0.55367 1.24125
C 1.85991 0.37632 0.05379
H -1.88536 -0.30419 0.94825
H -2.44046 -1.80796 0.04884
H 0.06127 -2.12303 -0.70033
H -1.20761 1.61557 -0.46834
H -0.19433 1.19739 -1.88530
H 1.03117 -0.17471 2.04588
H 0.68722 1.55805 1.55984
H 2.25454 1.25442 -0.45316
H 2.54498 -0.46582 0.08650
*
```

Properties
Energy in hartree: -288.66803
Frontier orbital gap in hartree: 0.36843
Maximum force in eV/A: 0.363

***

Record 12
2 unconnected molecules or ions with the total composition C2H2ClF2O2S. Source: OMol25; level of theory: ωB97M-V/def2-TZVPD.

```
! RIJCOSX wB97M-V def2-TZVPD def2/J DEFGRID3
* xyz -1 1
C 0.32225 -2.14587 0.66717
C 3.70969 -0.03717 0.23602
O 1.59806 -0.98050 -1.48759
O -0.40656 -0.99791 0.17919
F 4.47120 -1.23193 0.11102
F 4.02396 0.52957 1.54885
S 1.28560 -0.72125 -0.09829
Cl 4.38464 1.14969 -0.79576
H 0.13448 -3.09326 0.22880
H 0.22832 -2.08293 1.68389
*
```

Properties
Energy in hartree: -1285.92102
Frontier orbital gap in hartree: 0.25204
Maximum force in eV/A: 3.403

***

> Look up the energy of the third one.

-530.36442 hartree

***

> Which of these has the highest maximum force?

C2H6FN

***

> Which value of maximum force does entry 8 give?

4.349 eV/A